[1]
Molecular formula: C3H6N2S
Method: DFT, the ωB97M-V functional and the def2-TZVPD basis

The geometry in XYZ format:
```
12
C3H6N2S | the Open Molecules 2025 dataset | the ωB97M-V functional and the def2-TZVPD basis
C 0.71018 -0.61912 1.09800
C 1.70481 -0.39465 0.00567
C -2.04163 0.51146 -0.70337
N -0.34387 0.04818 0.98257
N -0.31577 1.12435 0.16988
S 1.06922 0.97737 -0.93638
H 0.90026 -1.36638 1.87040
H 2.71321 -0.17809 0.41295
H 1.82934 -1.29747 -0.70772
H -2.24036 -0.16245 0.08333
H -2.62486 1.32751 -0.93961
H -1.36052 0.02928 -1.33572
```

Values from the calculation:
Kohn-Sham gap (alpha / beta) = 8.22 / 8.22 eV
Spin multiplicity = 1
HOMO energy (alpha / beta) = -0.2848 / -0.2848 hartree


[2]
Molecular formula: C22H31N4
Method: DFT, the ωB97M-V functional and the def2-TZVPD basis

The geometry in XYZ format:
```
57
C22H31N4 | the Open Molecules 2025 dataset | the ωB97M-V functional and the def2-TZVPD basis
C 3.66080 -3.79906 4.93882
C 3.20437 -4.93403 4.01826
C 2.31233 -4.28872 2.94838
N 1.97112 -2.97803 3.47871
C 1.17411 -2.08543 2.81086
C 0.39018 -1.13731 3.52647
C -0.46202 -0.28704 2.85201
C -0.46236 -0.23764 1.42759
C -1.33079 0.64815 0.72640
C -0.97136 1.31705 -0.48618
C 0.36810 1.71511 -0.78246
C 0.68087 2.38871 -1.94548
C -0.31237 2.63686 -2.93604
N 0.03533 3.21941 -4.12326
C 1.25299 3.98541 -4.30270
C 1.17852 4.56026 -5.72588
C 0.07363 3.77068 -6.44073
C -0.75213 3.08300 -5.33807
C -1.65288 2.25613 -2.65105
C -1.97245 1.67094 -1.43976
C 0.37865 -1.14779 0.71198
C 1.12935 -2.08982 1.38900
C 2.76019 -2.58999 4.63016
H 3.58259 -4.07265 5.99201
H 4.70202 -3.53931 4.72808
H 4.04506 -5.46363 3.56996
H 2.62181 -5.65756 4.59271
H 2.85572 -4.19311 1.99580
H 1.42168 -4.90735 2.74488
H 0.42169 -1.13632 4.61827
H -1.13125 0.38831 3.39121
H -2.28435 0.87984 1.20823
H 1.15770 1.50729 -0.05892
H 1.70992 2.70650 -2.12969
H 1.33324 4.78802 -3.55396
H 2.15213 3.35456 -4.19663
H 0.90375 5.61798 -5.66484
H 2.14966 4.49186 -6.22175
H -0.55235 4.43256 -7.04409
H 0.51113 3.00972 -7.09850
H -0.95291 2.02725 -5.59052
H -1.73520 3.57141 -5.21216
H -2.43837 2.48730 -3.37465
H -3.01151 1.43249 -1.20503
H 0.38105 -1.11106 -0.38342
H 1.73227 -2.81514 0.83497
H 2.10778 -2.32522 5.47835
H 3.36484 -1.69451 4.39924
C -5.03446 -1.02225 1.84317
N -3.60964 -1.00484 1.55034
N -3.44597 -1.16157 0.13633
H -5.17474 -1.26068 2.89623
H -5.42528 -0.01850 1.63293
H -5.56626 -1.74582 1.21151
H -3.10439 -1.76934 1.99919
H -3.89158 -0.36009 -0.30923
H -2.44995 -1.11300 -0.06706
```

Values from the calculation:
Kohn-Sham gap = 5.92 eV
Charge = +1
Spin multiplicity = 1
HOMO energy = -0.3813 hartree


[3]
Molecular formula: C5H4Cl3NS
Method: DFT, the ωB97M-V functional and the def2-TZVPD basis

The geometry in XYZ format:
```
14
C5H4Cl3NS | the Open Molecules 2025 dataset | the ωB97M-V functional and the def2-TZVPD basis
C 1.03243 -2.52180 0.37484
C 0.14470 -0.50574 -0.46632
C 2.68577 -0.54100 0.26111
C -0.14201 0.88273 -0.70487
C 3.83626 0.26014 0.11021
N 0.24212 -1.60235 -0.05894
S 2.71589 -2.11408 0.46054
Cl 4.97933 -0.38768 -1.20567
Cl 3.40772 1.90797 -0.48038
Cl 4.67040 0.51989 1.68180
H 0.75642 -3.61567 0.45082
H 0.94370 1.25224 -0.59838
H -0.58880 0.98597 -1.73109
H -0.73536 1.25607 0.03120
```

Values from the calculation:
Kohn-Sham gap (alpha / beta) = 7.25 / 7.25 eV
Spin multiplicity = 1
HOMO energy (alpha / beta) = -0.2867 / -0.2867 hartree


[4]
Molecular formula: C20H18ClN5O3Pt
Method: DFT, the ωB97M-V functional and the def2-TZVPD basis

The geometry in XYZ format:
```
48
C20H18ClN5O3Pt | the Open Molecules 2025 dataset | the ωB97M-V functional and the def2-TZVPD basis
Pt -0.87917 0.79067 -0.62160
O 3.44345 0.86672 2.66481
C 2.40988 0.85737 3.52046
C 2.62063 0.84680 4.89622
C 1.56096 0.81094 5.77570
C 0.24461 0.78167 5.30889
C 0.01758 0.79138 3.96070
C 1.08549 0.84164 3.03013
C 0.74209 0.86203 1.62866
O -0.56392 0.80986 1.34038
N 1.69153 0.91732 0.68911
N 1.15461 0.89775 -0.53554
C 1.73190 0.90317 -1.67467
C 0.83751 0.87578 -2.85616
C 1.32220 0.87040 -4.14495
C 0.43690 0.83812 -5.21856
C -0.92407 0.82982 -4.97460
C -1.36174 0.83695 -3.66284
N -0.51247 0.84605 -2.63263
H 4.27928 0.89058 3.14617
H 3.63739 0.85251 5.27235
H 1.75373 0.79824 6.84070
H -0.58269 0.74522 6.00324
H -0.99287 0.76177 3.58032
H 2.81408 0.92943 -1.75789
H 2.39330 0.88876 -4.30034
H 0.80732 0.82355 -6.23546
H -1.64427 0.81588 -5.78069
H -2.41695 0.82924 -3.42400
Cl -3.60841 -0.60874 0.21230
C -2.96992 0.89791 -0.42085
H -3.13381 1.68207 0.31472
H -3.43402 1.10888 -1.37954
O -0.86507 3.09194 -0.62766
H -1.54974 3.60904 -0.18158
H -0.10625 3.67393 -0.76779
N -0.90678 -6.56555 -0.45898
C -0.86822 -5.41857 -0.49717
C -0.81418 -3.98344 -0.55160
C -1.43495 -3.29802 -1.59399
C -1.36094 -1.92676 -1.61573
N -0.69850 -1.24572 -0.66535
C -0.11248 -1.89279 0.35214
C -0.15251 -3.26688 0.43995
H -1.97120 -3.82795 -2.36786
H -1.83366 -1.35861 -2.40028
H 0.39328 -1.30885 1.10162
H 0.32106 -3.77152 1.26973
```

Values from the calculation:
Kohn-Sham gap = 5.80 eV
Charge = +2
Spin multiplicity = 1
HOMO energy = -0.5099 hartree